No. 1
C29H28ClN4O6SV as an isolated structure, computed with the ωB97M-V functional and the def2-TZVPD basis.

Highest occupied orbital energy   -8.28 eV
Relative energy (zero: lowest compared OMol25 entry of this formula, charge and spin)   14.5 kcal per mole
Orbital gap   7.224 eV
LUMO level   -1.06 eV

The geometry in ORCA input format:
```
! wB97M-V def2-TZVPD RIJCOSX def2/J DEFGRID3
* xyz 0 1
V 0.205 0.897 -0.065
O -1.892 -0.341 4.918
C -0.557 -0.464 4.991
C -0.015 -0.852 6.217
C 1.349 -1.006 6.358
C 2.216 -0.773 5.286
C 1.685 -0.384 4.074
C 0.307 -0.224 3.907
C -0.194 0.183 2.597
O 0.700 0.466 1.654
N -1.454 0.259 2.352
N -1.622 0.642 1.008
C -2.794 0.987 0.672
C -3.147 1.446 -0.669
C -4.468 1.764 -0.967
C -4.809 2.236 -2.222
C -3.817 2.388 -3.185
C -2.493 2.077 -2.902
C -2.176 1.614 -1.645
O -0.886 1.313 -1.345
H -2.126 -0.110 3.991
H -0.693 -1.027 7.043
H 1.749 -1.331 7.312
H 3.285 -0.896 5.404
H 2.324 -0.201 3.220
H -3.570 0.958 1.432
H -5.227 1.640 -0.201
H -5.837 2.483 -2.450
H -4.075 2.753 -4.171
H -1.708 2.182 -3.639
N -1.257 -1.999 0.067
C -1.373 -2.908 -0.639
N -1.483 -3.956 -1.457
C -0.980 -5.277 -1.025
C 0.020 -5.790 -2.048
C -0.643 -5.965 -3.432
C -1.854 -5.032 -3.594
C -1.604 -3.702 -2.907
H -1.821 -5.967 -0.929
H -0.527 -5.165 -0.044
H 0.448 -6.730 -1.698
H 0.838 -5.069 -2.115
H -0.958 -6.999 -3.574
H 0.090 -5.744 -4.210
H -2.744 -5.485 -3.153
H -2.069 -4.860 -4.649
H -2.423 -3.005 -3.068
H -0.689 -3.241 -3.292
S 1.435 -0.432 -0.988
C 2.698 3.407 3.433
C 3.574 2.984 2.278
C 4.485 1.950 2.482
C 5.361 1.554 1.494
Cl 6.488 0.254 1.815
C 5.375 2.192 0.267
C 4.472 3.217 0.043
C 3.572 3.601 1.023
O 2.766 4.674 0.680
C 1.375 4.652 0.946
C 0.660 3.360 0.668
O -0.452 3.157 1.131
O 1.284 2.474 -0.083
H 3.037 2.920 4.348
H 1.650 3.130 3.297
H 2.746 4.485 3.589
H 4.516 1.458 3.447
H 6.071 1.886 -0.502
H 4.444 3.736 -0.907
H 0.930 5.391 0.279
H 1.142 4.946 1.962
*
```

No. 2
An isolated molecule of C5H8N4O2, computed with the ωB97M-V functional and the def2-TZVPD basis.

Highest occupied orbital energy (spin up / spin down)   -6.18 / -9.38 eV
Relative energy (zero: lowest compared OMol25 entry of this formula, charge and spin)   35.8 kcal per mole
Orbital gap (spin up / spin down)   6.587 / 6.103 eV
LUMO level (spin up / spin down)   0.41 / -3.28 eV

The geometry in ORCA input format:
```
! wB97M-V def2-TZVPD RIJCOSX def2/J DEFGRID3
* xyz 0 3
C 1.284 -1.657 0.059
C 1.570 -0.287 -0.026
C -0.523 -0.501 0.089
C 0.463 1.805 -0.119
C -2.228 -0.025 0.093
N -0.040 -1.716 0.190
N 0.471 0.457 0.047
N -3.209 -1.057 0.099
N 2.912 0.167 -0.092
O 3.792 -0.638 -0.493
O 3.183 1.277 0.306
H 1.947 -2.500 0.077
H 0.378 2.435 0.777
H 1.381 2.060 -0.501
H -0.244 2.213 -0.725
H -2.505 0.709 0.933
H -2.423 0.487 -0.790
H -3.150 -1.506 -0.745
H -3.059 -1.723 0.819
*
```

No. 3
A 2-piece molecular cluster, C6H15INO2 overall, computed with the ωB97M-V functional and the def2-TZVPD basis.

Highest occupied orbital energy   -3.72 eV
Relative energy (zero: lowest compared OMol25 entry of this formula, charge and spin)   53.0 kcal per mole
Orbital gap   6.932 eV
LUMO level   3.21 eV

The geometry in ORCA input format:
```
! wB97M-V def2-TZVPD RIJCOSX def2/J DEFGRID3
* xyz -1 1
I 0.002 2.882 -2.723
C -2.991 -2.900 -2.630
O -1.702 -2.665 -1.939
C -1.477 -1.277 -1.515
C -0.257 -1.219 -0.638
N -0.117 0.112 -0.099
C 1.087 0.182 0.768
C 1.357 1.516 1.512
O 2.572 1.604 2.301
C 2.464 2.457 3.365
H -3.864 -2.558 -1.917
H -2.915 -2.296 -3.603
H -3.081 -3.994 -2.712
H -2.290 -0.967 -1.026
H -1.486 -0.613 -2.430
H 0.667 -1.415 -1.159
H -0.339 -1.843 0.204
H -0.070 0.859 -0.790
H 1.951 0.027 0.043
H 1.146 -0.676 1.396
H 0.490 2.114 2.002
H 1.717 2.353 0.805
H 3.341 2.601 3.879
H 1.682 2.169 3.841
H 2.117 3.546 3.060
*
```

No. 4
An isolated molecule of C2H5FOS, computed with the ωB97M-V functional and the def2-TZVPD basis.

Highest occupied orbital energy   -9.80 eV
Relative energy (zero: lowest compared OMol25 entry of this formula, charge and spin)   58.0 kcal per mole
Structure (SMILES)   CCOSF
Orbital gap   8.370 eV
LUMO level   -1.43 eV

The geometry in ORCA input format:
```
! wB97M-V def2-TZVPD RIJCOSX def2/J DEFGRID3
* xyz 0 1
C -1.227 0.350 -0.027
C -0.203 -0.847 0.075
O 1.013 -0.571 0.661
S 2.557 0.343 -0.435
F 2.873 1.556 0.630
H -0.852 1.308 0.372
H -1.169 0.610 -1.120
H -2.272 0.155 0.305
H -0.139 -1.130 -0.986
H -0.581 -1.775 0.525
*
```

No. 5
C21H25IrN7O5S as an isolated structure, computed with the ωB97M-V functional and the def2-TZVPD basis.

Highest occupied orbital energy (spin up / spin down)   -14.27 / -14.38 eV
Relative energy (zero: lowest compared OMol25 entry of this formula, charge and spin)   33.0 kcal per mole
Orbital gap (spin up / spin down)   7.464 / 5.714 eV
LUMO level (spin up / spin down)   -6.81 / -8.67 eV

The geometry in ORCA input format:
```
! wB97M-V def2-TZVPD RIJCOSX def2/J DEFGRID3
* xyz 2 2
Ir 0.708 0.400 0.650
C 4.650 1.492 1.773
C 3.233 1.054 1.716
N 2.640 0.732 0.617
O 3.320 0.918 -0.548
C 2.362 0.940 2.879
C 2.802 1.038 4.297
N 1.110 0.716 2.568
O 0.181 0.568 3.379
H 4.902 2.098 0.905
H 5.303 0.615 1.751
H 4.843 2.046 2.688
H 2.899 0.298 -1.173
H 3.817 0.657 4.405
H 2.129 0.466 4.931
H 2.783 2.074 4.645
C -4.888 -1.041 -5.043
C -4.252 -0.696 -3.726
C -4.826 0.249 -2.880
C -4.246 0.569 -1.665
C -3.066 -0.074 -1.301
C -2.471 -1.031 -2.125
C -3.072 -1.333 -3.327
S -2.316 0.377 0.178
O -1.534 -0.748 0.727
O -3.230 1.075 1.017
N -1.004 1.261 -0.218
C -0.664 2.568 0.057
C -1.369 3.752 0.067
C -0.640 4.881 0.391
C 0.726 4.791 0.689
C 1.339 3.564 0.691
N 0.633 2.464 0.374
H -5.631 -0.302 -5.334
H -5.387 -2.010 -4.977
H -4.138 -1.116 -5.830
H -5.747 0.736 -3.173
H -4.704 1.289 -1.000
H -1.559 -1.528 -1.817
H -2.629 -2.079 -3.976
H -2.425 3.777 -0.159
H -1.130 5.845 0.416
H 1.305 5.673 0.920
H 2.392 3.443 0.905
C 2.136 -3.716 -1.955
N 1.529 -3.353 -0.662
C 1.023 -4.289 0.193
C 0.461 -3.945 1.362
C 0.423 -2.567 1.736
N 0.957 -1.635 0.898
C 1.428 -2.033 -0.349
O 1.727 -1.151 -1.158
N -0.094 -2.211 2.887
H 2.251 -4.795 -1.982
H 3.107 -3.240 -2.044
H 1.501 -3.388 -2.774
H 1.081 -5.316 -0.141
H 0.038 -4.693 2.014
H -0.517 -2.910 3.476
H -0.204 -1.228 3.135
*
```

relative energy (zero: lowest compared OMol25 entry of this formula, charge and spin) of number 5 (C21H25IrN7O5S)?
33.0 kcal per mole

Number 2 is which compound?
C5H8N4O2

relative energy (zero: lowest compared OMol25 entry of this formula, charge and spin) of number 2 (C5H8N4O2)?
35.8 kcal per mole

What did the first record say?
C29H28ClN4O6SV as an isolated structure, computed with the ωB97M-V functional and the def2-TZVPD basis.

Highest occupied orbital energy   -8.28 eV
Relative energy (zero: lowest compared OMol25 entry of this formula, charge and spin)   14.5 kcal per mole
Orbital gap   7.224 eV
LUMO level   -1.06 eV

The geometry in ORCA input format:
```
! wB97M-V def2-TZVPD RIJCOSX def2/J DEFGRID3
* xyz 0 1
V 0.205 0.897 -0.065
O -1.892 -0.341 4.918
C -0.557 -0.464 4.991
C -0.015 -0.852 6.217
C 1.349 -1.006 6.358
C 2.216 -0.773 5.286
C 1.685 -0.384 4.074
C 0.307 -0.224 3.907
C -0.194 0.183 2.597
O 0.700 0.466 1.654
N -1.454 0.259 2.352
N -1.622 0.642 1.008
C -2.794 0.987 0.672
C -3.147 1.446 -0.669
C -4.468 1.764 -0.967
C -4.809 2.236 -2.222
C -3.817 2.388 -3.185
C -2.493 2.077 -2.902
C -2.176 1.614 -1.645
O -0.886 1.313 -1.345
H -2.126 -0.110 3.991
H -0.693 -1.027 7.043
H 1.749 -1.331 7.312
H 3.285 -0.896 5.404
H 2.324 -0.201 3.220
H -3.570 0.958 1.432
H -5.227 1.640 -0.201
H -5.837 2.483 -2.450
H -4.075 2.753 -4.171
H -1.708 2.182 -3.639
N -1.257 -1.999 0.067
C -1.373 -2.908 -0.639
N -1.483 -3.956 -1.457
C -0.980 -5.277 -1.025
C 0.020 -5.790 -2.048
C -0.643 -5.965 -3.432
C -1.854 -5.032 -3.594
C -1.604 -3.702 -2.907
H -1.821 -5.967 -0.929
H -0.527 -5.165 -0.044
H 0.448 -6.730 -1.698
H 0.838 -5.069 -2.115
H -0.958 -6.999 -3.574
H 0.090 -5.744 -4.210
H -2.744 -5.485 -3.153
H -2.069 -4.860 -4.649
H -2.423 -3.005 -3.068
H -0.689 -3.241 -3.292
S 1.435 -0.432 -0.988
C 2.698 3.407 3.433
C 3.574 2.984 2.278
C 4.485 1.950 2.482
C 5.361 1.554 1.494
Cl 6.488 0.254 1.815
C 5.375 2.192 0.267
C 4.472 3.217 0.043
C 3.572 3.601 1.023
O 2.766 4.674 0.680
C 1.375 4.652 0.946
C 0.660 3.360 0.668
O -0.452 3.157 1.131
O 1.284 2.474 -0.083
H 3.037 2.920 4.348
H 1.650 3.130 3.297
H 2.746 4.485 3.589
H 4.516 1.458 3.447
H 6.071 1.886 -0.502
H 4.444 3.736 -0.907
H 0.930 5.391 0.279
H 1.142 4.946 1.962
*
```